288
Properties=species:S:1:pos:R:3:forces:R:3:mulliken_charge:R:1 method="wB97M-V/def2-TZVPD" orbital_gap_ev=8.496 total_energy_ev=-126743.8790 homo_ev=-8.23 e_lumo_ev=0.2692
C 1.732238 -0.958645 0.141812 -1.5 -0.7 0.1 -0.252
C 0.868252 -0.058683 -0.775981 -0.1 -1.0 -1.1 2.505
C -0.664687 -0.203750 -0.518686 0.3 -0.6 0.4 -0.619
C -1.140391 0.520577 0.774592 0.5 -0.5 -0.5 1.855
C -0.820288 1.997640 0.483715 -1.6 -0.3 0.5 0.343
C 0.645325 2.202379 0.369760 1.7 -0.3 -2.2 2.771
N 1.131351 1.351651 -0.797093 0.5 1.2 1.5 0.567
O 2.561602 1.568403 -0.902824 -0.6 -0.5 0.6 0.910
C 0.906717 3.595188 -0.185065 0.2 0.4 -0.2 -1.339
C 1.364498 2.021835 1.726143 -1.1 -1.3 -0.7 -0.092
C 1.143489 -0.519594 -2.226980 0.4 0.9 1.0 -2.101
H 2.810120 -0.957783 0.083744 0.1 0.6 -0.7 -0.153
H 1.416533 -2.022749 -0.077754 0.1 1.0 0.5 -0.381
H 1.533372 -0.691553 1.171493 -0.1 -0.4 0.4 -0.295
H -1.197964 0.251771 -1.362101 0.1 -0.1 0.0 -0.295
H -0.842502 -1.299248 -0.583410 -0.2 0.6 0.4 -0.187
H -0.498099 0.174698 1.611749 -0.7 0.1 -0.3 -1.334
H -2.208338 0.305841 1.024172 0.8 0.3 -0.3 -0.370
H -1.111415 2.654592 1.295441 -0.5 0.1 0.4 -0.694
H -1.410002 2.349370 -0.396359 0.7 -0.4 0.4 -0.412
H 0.769979 4.299885 0.586715 -0.2 1.1 1.2 0.273
H 1.906615 3.785883 -0.587610 -0.2 -0.4 0.2 0.024
H 0.205400 3.885396 -0.958431 -0.3 -0.3 -0.3 -0.541
H 1.018553 2.853016 2.314799 0.0 0.1 0.7 -0.108
H 1.129167 1.021804 2.202466 0.3 1.4 -0.3 -0.817
H 2.415496 2.098494 1.566798 0.9 0.0 0.1 0.135
H 0.873785 -1.537029 -2.362221 -0.2 -0.9 -0.2 0.570
H 2.209638 -0.404401 -2.376830 0.2 -0.1 -0.4 0.191
H 0.619474 0.135480 -2.909027 -0.2 0.0 -0.3 -0.175
H 2.616311 1.796610 -1.829666 0.4 0.3 -1.0 0.156
C 1.345260 -2.893477 -6.886844 -1.0 -0.7 0.2 -1.317
C 1.512981 -2.246660 -8.239525 -0.1 1.3 -0.6 1.841
C 0.450513 -2.703951 -9.273343 0.4 0.9 0.5 -1.449
C -0.922868 -2.201348 -8.973303 -1.5 0.6 -0.9 -0.544
C -1.019877 -0.705882 -8.793139 -0.3 0.4 1.6 -1.421
C 0.024110 -0.192985 -7.760399 0.1 1.1 -2.8 2.217
N 1.408241 -0.738859 -8.223121 -2.1 -0.1 0.5 -0.269
O 2.343022 -0.214289 -7.300673 1.2 0.2 -0.2 -0.120
C 0.067618 1.349963 -8.022517 1.7 -0.8 0.0 -1.764
C -0.427228 -0.413478 -6.357061 1.2 -0.8 1.2 -1.775
C 2.874650 -2.610038 -8.798472 0.5 -1.1 -0.1 -1.986
H 1.486883 -3.972453 -7.046652 0.6 0.2 0.5 0.515
H 0.292643 -2.872879 -6.598994 0.1 0.2 0.2 0.066
H 1.939002 -2.430810 -6.076237 -0.1 -0.5 -0.6 0.206
H 0.727254 -2.373522 -10.259547 0.4 0.6 -0.4 0.472
H 0.452318 -3.755577 -9.390483 0.0 -1.4 0.3 0.503
H -1.353444 -2.631577 -8.087503 -0.2 -0.6 0.4 0.261
H -1.604765 -2.386476 -9.821122 0.2 -0.6 0.3 0.417
H -2.016903 -0.419834 -8.362749 0.6 -0.5 -0.3 0.337
H -1.009932 -0.152014 -9.724112 0.6 0.0 -0.3 0.441
H 0.518537 1.485630 -9.014742 0.0 0.1 0.3 0.528
H -0.859714 1.889149 -8.019431 -0.9 -0.3 0.2 0.386
H 0.701042 1.810465 -7.265017 0.1 0.2 -0.1 0.027
H 0.403387 -0.360137 -5.657040 0.3 0.5 0.1 0.381
H -1.137358 0.324160 -6.079699 -0.7 0.8 0.2 0.520
H -0.822368 -1.369513 -6.079152 -0.6 -0.7 -0.5 0.050
H 3.699964 -2.447689 -8.074398 -0.5 0.0 -0.4 0.314
H 3.085604 -2.054808 -9.730526 -0.1 -0.4 0.3 0.441
H 2.808950 -3.729313 -8.986196 0.4 1.3 -0.1 0.410
H 3.074044 0.102980 -7.876646 -0.8 -0.2 0.6 0.294
C 0.397471 -2.174850 4.473158 1.1 1.4 -0.3 -1.013
C -0.047059 -3.239402 5.432566 -1.3 -1.4 0.5 3.121
C 0.783548 -3.084629 6.696056 1.0 0.3 -0.5 -2.308
C 0.381599 -3.914078 7.878689 -1.2 0.1 0.4 -0.642
C -1.123583 -3.651951 8.192478 0.9 -1.0 -1.5 -1.564
C -2.061033 -3.829926 6.967272 -0.4 -1.0 -0.8 1.864
N -1.483243 -2.998408 5.892876 1.6 0.7 0.2 1.001
O -2.320522 -2.870858 4.804783 -0.5 2.2 0.5 -0.334
C -2.326735 -5.314164 6.471466 -0.7 0.0 0.8 -1.516
C -3.451431 -3.265710 7.303944 1.0 -0.6 1.2 -2.170
C 0.168334 -4.591129 4.707904 1.7 -0.4 2.1 -2.102
H -0.103831 -2.151114 3.499600 -0.2 -0.2 0.3 0.003
H 1.495817 -2.359773 4.248346 -1.2 0.4 0.3 -0.449
H 0.294737 -1.173294 4.968671 0.1 -0.7 -0.6 0.376
H 1.822971 -3.332861 6.481563 0.2 0.1 -0.4 0.287
H 0.765914 -2.006649 6.843420 0.0 0.1 0.8 0.644
H 0.933557 -3.614062 8.784061 0.1 -0.2 -0.4 0.452
H 0.616813 -4.966138 7.651308 -0.3 0.2 0.3 0.370
H -1.152956 -2.607053 8.442187 -0.4 0.5 0.5 0.365
H -1.425869 -4.296697 8.997364 -0.4 -0.1 0.5 0.461
H -3.293524 -5.717490 6.832182 0.3 0.5 0.1 0.490
H -2.438319 -5.421573 5.390826 0.4 0.3 0.0 0.190
H -1.626376 -6.042506 6.841549 0.7 -0.2 -0.1 0.334
H -3.340118 -2.230649 7.503164 -0.1 1.3 0.1 0.353
H -4.163162 -3.429630 6.529338 -0.5 -0.1 -0.5 0.393
H -3.777232 -3.720288 8.256850 -0.1 0.0 -0.5 0.484
H 0.276593 -5.491646 5.357787 -0.4 0.7 -0.1 0.241
H 1.151823 -4.538499 4.236846 -0.1 0.1 -0.4 0.573
H -0.568871 -4.808042 4.005259 -1.2 -0.2 -1.4 0.273
H -2.427035 -3.676035 4.351241 -0.2 -2.1 -1.1 0.062
C -2.752720 -8.788831 -0.607800 -1.3 -0.1 1.7 -1.739
C -2.899071 -7.760095 0.585849 0.8 -0.7 -0.1 1.534
C -2.353525 -8.458817 1.820286 -0.2 1.0 1.7 -1.515
C -0.874066 -8.469682 1.996487 1.7 -1.1 -0.9 -0.780
C -0.369652 -7.047836 1.948564 -1.0 0.6 1.1 -0.502
C -0.712065 -6.357669 0.644917 0.0 -0.7 -1.8 2.304
N -2.183909 -6.466884 0.463952 -0.9 1.0 -0.7 0.699
O -2.590377 -5.849577 -0.786312 0.2 0.1 0.6 -0.134
C -0.220994 -4.895394 0.610492 -1.4 -0.7 1.7 -0.988
C 0.008988 -7.024041 -0.540013 -0.1 -0.8 -0.5 -1.969
C -4.376756 -7.484063 0.796788 -0.6 0.2 -1.1 -1.840
H -3.201756 -8.394898 -1.497827 0.4 0.3 -0.9 0.440
H -3.458700 -9.622091 -0.351137 0.7 0.5 -0.1 0.463
H -1.754487 -9.205957 -0.669397 -0.1 0.1 -0.5 0.398
H -2.671592 -7.890244 2.724992 -0.5 -0.4 -0.5 0.214
H -2.739218 -9.450524 1.859708 -0.6 -0.8 0.1 0.651
H -0.363374 -9.060294 1.207833 -0.3 0.4 -0.1 0.360
H -0.510289 -9.050440 2.869270 -0.6 0.7 0.1 0.405
H 0.689071 -7.010985 2.108097 0.7 0.2 0.1 0.727
H -0.877312 -6.458842 2.771185 0.6 -0.6 -0.7 -0.558
H 0.845077 -4.899536 0.699249 0.7 0.0 0.2 0.388
H -0.468333 -4.470533 -0.337837 -0.4 0.6 -0.4 -0.314
H -0.669733 -4.367812 1.487550 0.3 0.0 -0.9 -0.161
H -0.075200 -6.469417 -1.485958 -0.2 0.0 0.3 0.295
H 1.044859 -7.020250 -0.301421 1.1 0.0 0.1 0.493
H -0.232280 -8.085482 -0.746858 0.0 0.8 0.2 0.235
H -4.933754 -8.410980 0.916094 0.0 -0.2 -0.2 0.514
H -4.789476 -6.937090 -0.067713 0.1 -0.3 0.2 0.334
H -4.627055 -6.894229 1.654798 0.4 0.5 0.7 0.222
H -2.373785 -6.441217 -1.525356 0.2 -0.1 0.3 0.200
C -3.883476 2.733377 -4.357871 0.3 1.3 -0.1 -1.643
C -3.597240 2.903646 -2.867029 -2.4 -0.7 -0.1 1.439
C -2.497671 3.851714 -2.625535 1.3 0.9 -1.2 -0.090
O -4.864724 3.407904 -2.311417 1.1 -0.1 0.0 -0.732
H -3.006162 2.244075 -4.850848 -1.1 -0.1 0.1 0.062
H -3.956321 3.773143 -4.790330 0.1 -0.9 0.3 0.431
H -4.903918 2.316665 -4.462931 0.9 -0.4 -0.3 0.457
H -3.465089 1.924866 -2.414143 0.4 -0.2 0.1 -0.297
H -2.861358 4.777892 -3.119051 0.5 -0.2 0.5 0.347
H -1.553607 3.532356 -3.157702 -0.9 0.3 0.5 -0.078
H -2.227215 4.048710 -1.591113 -0.3 -0.1 0.2 -0.213
H -4.724772 3.326420 -1.349552 -0.2 0.0 -0.3 0.339
C -4.407483 7.139076 1.597608 1.9 0.6 0.5 -1.487
C -3.313908 6.049259 1.331968 -1.1 2.2 -2.3 0.854
C -1.860551 6.473727 1.417377 0.0 0.1 0.9 -1.057
O -3.441371 4.994418 2.215748 -0.5 -1.5 1.0 -0.314
H -5.377005 6.709052 1.796688 -0.3 -0.2 0.0 0.421
H -4.469641 7.815179 0.748875 -0.1 -0.2 -0.3 0.238
H -4.098723 7.798921 2.430374 -0.3 -0.5 0.0 0.354
H -3.566651 5.765178 0.262439 0.6 -0.3 0.9 -0.195
H -1.525334 7.232720 0.728170 -0.2 -0.1 -0.6 0.535
H -1.284871 5.561146 1.352940 0.4 -0.2 -0.5 -0.189
H -1.586476 6.858289 2.407177 -0.4 0.1 0.1 0.561
H -4.382048 4.869356 2.380606 0.0 -0.1 0.1 0.209
C -2.191158 0.929212 4.810286 1.2 1.3 -0.4 -0.308
C -1.791219 1.143715 6.267510 0.1 -0.7 -0.5 0.901
C -2.957854 1.515731 7.139010 -0.1 -0.5 0.5 -1.713
O -1.043465 0.046603 6.718833 -0.1 -1.6 0.5 -0.597
H -2.983416 0.191271 4.718485 -0.3 0.1 -0.1 0.845
H -1.274061 0.530228 4.293176 -1.0 0.5 0.1 -0.376
H -2.459855 1.957069 4.402279 0.0 -1.5 0.0 -0.114
H -1.057099 1.935495 6.365476 0.0 0.5 -0.4 -0.095
H -2.571958 1.825199 8.110469 -0.2 0.1 0.1 0.391
H -3.705519 0.713136 7.310434 0.5 0.3 -0.4 0.291
H -3.407683 2.345115 6.621107 -0.6 0.5 0.2 0.413
H -1.462901 -0.808320 6.456536 0.3 0.5 0.2 -0.012
C 5.811774 1.648134 0.240203 0.6 0.6 -1.3 -0.864
C 5.665868 3.204439 0.366648 -1.7 -2.0 0.2 1.276
C 6.763126 3.942057 -0.300522 1.9 -0.8 0.9 -1.514
O 4.452563 3.740581 -0.232233 0.2 -0.9 0.4 -0.377
H 5.843529 1.346662 -0.826717 -0.2 0.2 0.3 -0.174
H 5.099535 1.008400 0.744442 -0.5 0.3 0.2 -0.042
H 6.795432 1.380586 0.624196 0.2 0.1 0.2 0.666
H 5.584139 3.336401 1.460035 0.4 0.6 -0.3 -0.044
H 6.405598 4.929837 -0.422849 0.1 1.3 0.0 0.475
H 7.012555 3.553453 -1.303472 -0.2 -0.1 0.5 0.173
H 7.667631 3.888778 0.379852 -0.7 0.3 -1.0 0.353
H 3.787957 3.027243 -0.231671 0.0 0.2 -0.1 -0.060
C -0.754499 4.098823 4.220776 0.0 0.0 2.3 -0.343
C -1.705752 4.674251 5.345790 2.1 -0.3 -1.3 0.735
C -0.940607 4.986657 6.578158 -0.7 -2.0 1.8 -1.572
O -2.144794 5.903335 4.942841 -1.6 2.0 -1.2 -0.675
H -1.304019 4.038115 3.320517 -0.6 -0.1 -1.1 -0.239
H -0.514585 3.053553 4.536782 0.6 0.9 -0.5 0.143
H 0.091231 4.822730 4.075559 -0.5 -1.0 0.3 0.299
H -2.506294 3.990021 5.511806 -0.8 -0.7 0.2 0.288
H -1.592188 5.361473 7.423625 0.8 -0.3 -1.0 0.332
H -0.170738 5.653536 6.306817 0.8 1.0 0.0 0.432
H -0.472434 4.032666 6.876393 0.0 0.4 0.4 0.327
H -2.605944 5.808354 4.097140 0.0 0.0 0.0 0.216
C 3.701827 -4.298066 0.243465 0.4 -0.6 -0.9 -0.506
C 5.089223 -3.941590 -0.312873 0.1 0.9 0.7 0.323
C 4.989819 -3.042671 -1.542863 -0.4 0.4 -0.1 -0.972
O 5.790041 -3.192930 0.715480 0.3 0.1 0.4 -0.522
H 3.017952 -3.483802 0.145516 -0.5 0.7 -0.5 -0.302
H 3.634358 -4.502148 1.290902 0.7 -0.5 0.7 0.381
H 3.335648 -5.173977 -0.319135 -0.1 0.4 0.2 0.433
H 5.675299 -4.849268 -0.515836 -0.2 0.1 -0.1 0.394
H 4.346678 -2.121950 -1.365214 1.0 -1.0 0.1 -0.103
H 4.489267 -3.578855 -2.352776 0.2 0.0 -0.2 0.467
H 6.018051 -2.752712 -1.841738 -0.7 0.0 -0.1 0.407
H 6.736515 -3.028641 0.525302 -0.9 -0.3 -0.3 0.271
C 2.456565 7.311741 1.807882 1.0 -2.6 -0.1 -0.866
C 3.733455 6.661255 2.444976 -0.6 1.1 0.2 0.146
C 3.450847 5.274883 2.994147 -1.5 0.5 0.4 -0.543
O 4.736554 6.611360 1.449587 0.4 -0.1 0.0 -0.647
H 2.235112 6.581382 0.987095 0.0 0.9 0.2 -0.013
H 2.664667 8.291903 1.432517 -0.1 0.5 -0.2 0.432
H 1.607477 7.238453 2.462570 -0.4 0.4 0.5 0.305
H 4.151739 7.305179 3.229284 -0.2 0.0 -0.1 0.395
H 3.041813 4.734554 2.133888 -0.2 -0.4 0.3 -0.197
H 2.706677 5.280802 3.864543 0.9 0.0 -1.3 0.276
H 4.359000 4.806353 3.310455 0.6 -0.3 0.3 0.376
H 4.603161 5.800530 0.950573 -0.1 -0.2 -0.4 0.272
C -5.438133 0.583926 -0.111769 0.0 0.3 0.2 -1.176
C -5.197325 1.834694 0.794081 -1.4 1.1 -1.8 0.770
C -5.076378 1.567588 2.245881 1.0 -0.5 1.8 -1.263
O -4.081655 2.470410 0.167170 0.8 0.2 0.3 0.180
H -4.558175 -0.075559 -0.110581 -0.1 0.3 0.1 -0.073
H -5.597022 0.916552 -1.142558 0.1 0.1 0.2 0.484
H -6.305224 -0.041407 0.141624 0.1 0.4 0.3 0.547
H -6.045101 2.602089 0.663640 0.6 -1.4 0.1 0.245
H -4.163252 1.018404 2.562745 -0.2 0.4 -0.6 -0.002
H -5.857509 0.862672 2.497135 -0.5 0.0 0.3 0.518
H -5.145662 2.448535 2.941308 -0.1 -0.6 -0.9 0.192
H -3.776387 3.244789 0.663660 -0.1 -0.2 0.3 -0.256
C -2.018447 9.548870 -2.744602 1.6 0.1 1.1 -1.398
C -2.445423 8.106087 -2.630813 0.0 -0.4 0.1 0.524
C -1.333663 7.139407 -2.277247 0.0 -0.5 -2.1 -0.878
O -3.416105 8.043064 -1.599489 -0.8 -0.2 0.5 -0.368
H -2.882021 10.141239 -2.961276 -0.4 0.6 -0.5 0.415
H -1.160695 9.757840 -3.422178 -0.8 -0.2 0.2 0.345
H -1.690306 9.839522 -1.711057 -0.2 -0.1 -0.8 0.283
H -2.896383 7.748102 -3.556785 -0.1 0.1 -0.3 0.261
H -0.754777 7.442975 -1.440110 0.4 0.1 0.9 0.442
H -0.678998 7.127361 -3.165497 0.2 0.2 0.3 0.463
H -1.650395 6.084152 -2.259876 -0.1 0.7 0.7 -0.186
H -4.193074 8.567786 -1.848095 0.3 -0.2 0.0 0.259
C 4.525750 -2.284233 4.085576 -1.0 -1.2 1.4 -1.065
C 4.293242 -0.946638 3.440932 -0.7 -0.2 0.1 0.841
C 5.463897 -0.050407 3.596336 1.1 0.4 -0.4 -1.446
O 3.939117 -1.111778 2.087355 -1.4 1.0 0.2 0.503
H 5.188689 -2.954752 3.559434 0.9 0.3 -0.3 0.307
H 3.615723 -2.923299 4.099043 0.1 0.7 0.1 -0.042
H 4.836697 -2.184997 5.149740 0.0 -0.1 -0.7 0.368
H 3.452433 -0.429402 3.942294 0.0 -0.4 -0.4 0.079
H 6.317341 -0.518972 3.088470 0.2 0.1 0.3 0.293
H 5.664681 0.071565 4.659996 0.3 0.2 0.0 0.472
H 5.318173 0.919787 3.108902 -0.2 -0.1 0.3 0.070
H 4.570500 -1.618661 1.603430 1.1 -0.9 -0.3 -0.239
C 1.019903 3.142362 -4.281504 -1.3 0.4 -1.0 -1.115
C 2.343570 2.738141 -4.805140 0.4 -1.2 0.2 1.995
C 3.149677 3.931366 -5.217162 0.8 1.8 0.7 -1.717
O 2.882251 2.019730 -3.685422 0.8 0.2 -0.2 -0.245
H 0.428598 3.673971 -5.042582 0.1 0.0 0.3 0.679
H 1.245785 3.783773 -3.457368 -0.2 0.7 0.7 0.327
H 0.420394 2.319811 -3.901760 0.1 -0.3 -0.1 -0.177
H 2.291933 2.048004 -5.653960 -0.2 -0.1 0.0 -0.890
H 3.034035 4.748669 -4.480916 -0.1 -0.3 0.0 0.361
H 2.754537 4.362909 -6.127176 -0.1 -0.1 -0.5 0.478
H 4.250528 3.876593 -5.313650 -0.6 -0.8 -0.2 0.269
H 3.843556 2.099637 -3.757660 0.3 -0.3 0.1 -0.346
C -3.407206 -2.092839 1.814697 -0.8 -0.1 1.8 0.985
C -4.186353 -3.373957 2.178864 -0.9 2.0 0.3 0.077
C -5.041220 -3.657864 0.936549 -0.5 -2.5 0.4 -0.913
O -3.293078 -4.353507 2.658475 -0.1 -1.8 -1.9 -0.002
H -2.782288 -1.723237 2.652053 -0.4 -0.1 -0.4 -0.266
H -4.200631 -1.392931 1.543212 0.5 0.4 0.0 -0.172
H -2.771735 -2.300528 0.980987 0.4 -0.1 -0.8 -0.419
H -4.938865 -3.248976 3.009077 0.9 0.5 -0.6 0.273
H -5.885981 -4.329144 1.212642 0.6 0.0 -0.2 0.375
H -4.474604 -4.183676 0.141420 -0.2 0.5 0.3 -0.193
H -5.568467 -2.801126 0.547849 0.4 0.6 -0.1 0.342
H -3.181213 -4.975068 1.885965 0.5 0.3 1.1 -0.380
C -1.578071 -2.595861 -3.217327 -0.1 1.1 1.5 0.069
C -2.928402 -2.124698 -2.567939 0.3 -1.8 -0.7 2.782
C -3.655517 -1.029688 -3.342366 2.5 -0.6 -0.5 -1.416
O -3.780953 -3.281993 -2.488960 -0.6 0.0 -0.2 -0.846
H -1.040467 -3.307470 -2.554200 -0.8 -0.2 -0.5 -0.413
H -0.845465 -1.787744 -3.213165 -0.4 0.3 -0.5 -0.679
H -1.735972 -2.963337 -4.215250 0.0 -0.4 -0.4 0.515
H -2.726049 -1.827664 -1.568174 0.2 0.6 1.0 -0.962
H -3.901352 -1.435354 -4.315561 -0.4 0.0 -0.3 0.419
H -2.853238 -0.287477 -3.510687 -0.6 0.2 0.0 0.080
H -4.490433 -0.579076 -2.865626 -0.7 0.2 0.5 0.290
H -3.498606 -3.917303 -1.813838 0.3 0.4 -0.1 0.113
C 5.930640 0.130200 -5.430314 0.0 -1.8 -2.0 -1.563
C 6.328678 0.618221 -4.114722 -1.2 1.5 0.8 1.582
C 7.767249 0.739481 -3.904351 1.4 -1.2 0.7 -1.611
O 5.687809 1.884813 -4.010396 -0.8 1.3 0.4 -0.481
H 6.285014 -0.890979 -5.623653 -0.3 -0.2 0.3 0.450
H 6.389193 0.658181 -6.285821 -0.4 0.4 0.5 0.332
H 4.839333 0.132964 -5.473605 0.1 0.0 -0.4 0.211
H 5.844073 0.038918 -3.331247 0.1 -0.4 0.1 -0.333
H 8.063429 -0.320574 -3.767923 0.6 0.6 0.0 0.431
H 8.046969 1.308480 -2.989782 -0.2 -0.3 -0.7 0.335
H 8.236852 1.111049 -4.814422 0.3 0.2 0.2 0.409
H 6.286404 2.635036 -4.008842 0.3 -0.2 0.0 0.162